(1)
C60H48BrN10O3S2Zr | the ωB97M-V functional and the def2-TZVPD basis

Element x y z (Å)
1 Zr 0.09 -0.27 -0.19
2 Br -1.89 2.26 -0.01
3 S 0.73 3.60 -1.95
4 S 2.08 2.07 1.51
5 O 1.45 0.75 -1.17
6 O 3.56 0.23 -0.73
7 O -0.90 0.25 -1.87
8 N 0.84 -0.10 3.41
9 N -0.96 -0.27 1.84
10 N 1.54 4.02 3.33
11 N -1.80 -1.64 -0.35
12 N -3.27 -0.51 1.19
13 N 1.58 -1.12 1.36
14 N -1.11 -2.79 -2.36
15 N 0.79 -2.20 -1.03
16 N 0.56 4.17 1.28
17 N 2.97 -2.46 -0.10
18 C -4.83 4.88 -3.97
19 C -2.45 1.99 -1.81
20 C 1.68 -0.79 2.68
21 C -1.34 0.91 3.79
22 C 1.13 -3.75 -4.34
23 C 2.42 -3.08 -2.40
24 C -3.62 2.01 4.86
25 C 1.19 -3.22 -3.06
26 C -1.22 1.66 4.96
27 C -0.36 0.21 2.98
28 C 4.45 4.35 -3.26
29 C 0.47 0.22 -4.37
30 C -0.95 0.36 -4.92
31 C -3.43 -2.36 -1.82
32 C 4.59 -2.06 4.76
33 C 2.22 3.59 4.48
34 C -3.79 2.62 -3.67
35 C -2.57 0.72 3.17
36 C 1.38 3.48 2.08
37 C 2.43 3.36 -2.27
38 C -3.74 1.27 3.70
39 C 2.75 0.99 -1.24
40 C -3.48 2.74 -2.32
41 C -4.98 3.38 -4.25
42 C -2.01 -2.31 -1.52
43 C 5.19 3.20 -2.99
44 C 3.08 2.50 4.55
45 C -6.16 -1.98 -1.88
46 C 2.67 -1.90 1.05
47 C -6.27 2.86 -3.59
48 C -2.95 1.82 -4.43
49 C 2.12 -2.49 -1.10
50 C -4.15 -2.89 -2.89
51 C 0.18 -2.70 -2.15
52 C -1.52 -1.03 -5.25
53 C 3.46 2.93 6.90
54 C -5.44 -1.45 -0.81
55 C -4.07 -1.66 -0.80
56 C -1.88 1.07 -3.93
57 C 4.68 -2.78 2.44
58 C -2.38 2.21 5.48
59 C 3.55 -3.93 -4.29
60 C -5.11 3.19 -5.76
61 C 3.52 -2.06 2.23
62 C 3.12 4.42 -2.90
63 C -0.84 1.16 -6.22
64 C -1.70 1.05 -2.53
65 C 3.21 2.20 -1.97
66 C 2.00 4.35 5.63
67 C 5.21 -2.77 3.72
68 C 3.41 -1.36 4.54
69 C 2.89 -1.36 3.25
70 C -5.52 -2.69 -2.90
71 C 3.61 -3.44 -3.00
72 C -3.02 -1.22 0.10
73 C -2.32 -0.07 1.97
74 C 3.69 2.18 5.75
75 C 2.61 4.03 6.83
76 C 4.56 2.16 -2.35
77 C 2.32 -4.09 -4.95
78 H 3.94 2.67 7.83
79 H -2.53 -0.94 -5.66
80 H 0.00 0.79 -6.81
81 H 6.23 3.13 -3.28
82 H -1.73 1.07 -6.85
83 H 0.52 -0.39 -3.47
84 H 0.62 3.95 0.26
85 H -4.51 2.46 5.30
86 H -4.81 5.09 -2.90
87 H 2.91 -0.82 5.34
88 H -6.24 2.98 -2.51
89 H 6.11 -3.33 3.94
90 H 5.03 -2.07 5.75
91 H 4.34 1.32 5.79
92 H 1.11 -0.24 -5.13
93 H -3.64 -3.43 -3.68
94 H -5.96 3.76 -6.13
95 H 4.92 5.20 -3.75
96 H -4.02 3.42 -1.66
97 H -2.32 2.81 6.38
98 H 4.47 -4.20 -4.81
99 H 2.54 5.32 -3.12
100 H -5.27 2.14 -6.02
101 H -0.89 -1.53 -6.00
102 H 4.55 -3.32 -2.47
103 H -6.11 -3.08 -3.73
104 H 2.32 -4.47 -5.96
105 H -7.23 -1.83 -1.92
106 H 0.98 4.85 3.49
107 H 5.14 -3.34 1.64
108 H -6.40 1.80 -3.80
109 H 2.43 4.63 7.71
110 H 3.27 1.91 3.66
111 H 0.88 1.21 -4.11
112 H 0.18 -3.89 -4.84
113 H 5.11 1.26 -2.10
114 H -3.12 1.77 -5.50
115 H -5.66 5.44 -4.41
116 H 0.25 5.10 1.52
117 H -5.92 -0.89 -0.02
118 H -1.56 -1.66 -4.36
119 H -0.67 2.22 -6.01
120 H -4.22 3.55 -6.28
121 H -0.25 1.81 5.43
122 H 1.34 5.22 5.59
123 H -3.90 5.25 -4.40
124 H -4.69 1.12 3.20
125 H -7.14 3.40 -3.97

Results
Charge: -1
Max |F|: 0.9 eV Å⁻¹
HOMO level (spin up / spin down): -0.1373 / -0.1373 hartree
HOMO-LUMO gap (spin up / spin down): 4.29 / 4.29 eV

Here are the Mulliken charges for atoms 1 to 5, given in e:
1. Zr -0.695
2. Br 0.344
3. S -0.325
4. S -0.265
5. O 1.884

(2)
C60H48BrN10O3S2Zr | the ωB97M-V functional and the def2-TZVPD basis

Element x y z (Å)
1 Zr 0.15 0.24 0.02
2 Br -0.59 -1.93 -2.19
3 S -2.59 -1.17 1.46
4 S -3.21 -0.03 -1.98
5 O -1.59 1.11 -0.14
6 O 0.15 0.84 -1.90
7 O -2.33 1.93 1.78
8 N 0.11 2.47 2.84
9 N -3.77 -3.58 1.72
10 N 2.49 -2.19 -1.25
11 N 1.00 -1.78 0.59
12 N 0.09 0.12 2.31
13 N -0.07 -2.25 2.67
14 N 2.33 0.16 -0.78
15 N 2.55 2.54 -1.13
16 N 1.12 2.10 0.72
17 N -3.37 -2.77 -0.40
18 C -0.28 1.46 5.71
19 C 0.11 0.73 -8.32
20 C 5.03 0.95 -4.45
21 C 0.04 -0.49 -7.40
22 C 1.65 -2.58 -0.32
23 C -4.25 1.06 -1.16
24 C 1.72 2.92 -0.18
25 C 1.10 6.67 0.03
26 C -0.05 0.62 -3.16
27 C -3.86 1.80 -0.03
28 C 0.44 -3.98 1.03
29 C -5.56 1.21 -1.64
30 C -3.28 -2.58 0.93
31 C -0.09 -1.00 3.07
32 C 0.36 -2.60 1.47
33 C 3.62 -0.50 -2.58
34 C -4.76 2.69 0.56
35 C 4.97 -0.44 -4.53
36 C -3.40 -2.80 4.02
37 C 0.00 1.20 3.14
38 C -0.21 3.11 -3.85
39 C -3.78 -3.77 3.10
40 C 4.26 -1.19 -3.60
41 C 4.38 1.64 -3.44
42 C -0.12 -5.16 1.48
43 C -0.24 -0.69 -3.62
44 C -0.10 1.62 -4.17
45 C 1.67 5.53 -0.50
46 C -1.20 -1.31 -7.80
47 C 0.09 5.43 1.84
48 C 0.52 2.88 1.66
49 C 2.77 -0.92 -1.48
50 C -0.05 1.22 -5.49
51 C -0.42 -1.38 5.62
52 C -0.23 -1.08 -4.94
53 C 1.02 -6.32 -0.32
54 C 2.82 1.28 -1.39
55 C 3.67 0.90 -2.51
56 C 1.40 4.31 0.12
57 C -6.43 2.09 -1.04
58 C 1.28 -3.97 -0.10
59 C -2.52 1.61 0.61
60 C -0.43 0.71 6.86
61 C -0.21 0.77 4.51
62 C 1.32 -1.31 -7.60
63 C -0.28 -0.64 4.46
64 C -3.86 -4.31 5.84
65 C 0.31 6.62 1.18
66 C 0.17 -6.32 0.78
67 C 1.58 -5.14 -0.78
68 C -3.43 -3.08 5.38
69 C -0.95 3.35 -2.52
70 C -0.52 -0.68 6.82
71 C -6.03 2.85 0.05
72 C -4.23 -5.00 3.57
73 C 1.20 3.71 -3.78
74 C -4.27 -5.27 4.92
75 C -0.07 -0.11 -5.92
76 C 0.62 4.28 1.29
77 C -1.01 3.84 -4.94
78 H -0.65 -1.23 7.74
79 H -3.91 -3.53 -0.78
80 H 1.25 7.63 -0.45
81 H -2.10 -0.73 -7.62
82 H 0.99 1.33 -8.11
83 H 1.24 -7.25 -0.82
84 H -4.62 -6.23 5.27
85 H -0.26 -7.26 1.11
86 H 1.74 3.54 -4.71
87 H -4.09 -4.40 1.20
88 H -3.89 -4.52 6.90
89 H 5.48 -0.94 -5.34
90 H -0.45 -2.46 5.59
91 H -0.51 5.37 2.74
92 H -7.44 2.19 -1.43
93 H -3.11 -2.32 6.07
94 H -0.01 2.00 -6.24
95 H 1.41 -1.62 -8.65
96 H -0.13 7.53 1.56
97 H -4.43 3.24 1.43
98 H -5.87 0.62 -2.49
99 H -0.20 2.53 5.73
100 H 4.20 -2.26 -3.66
101 H -1.26 -2.23 -7.23
102 H 2.19 -0.71 -7.34
103 H 1.16 4.78 -3.59
104 H -0.48 1.21 7.82
105 H 2.21 -5.11 -1.65
106 H 1.76 3.24 -2.97
107 H -1.31 4.82 -4.58
108 H -1.05 4.42 -2.34
109 H -0.34 -2.13 -5.18
110 H 4.41 2.71 -3.37
111 H -6.72 3.55 0.52
112 H 5.57 1.50 -5.20
113 H 0.16 0.41 -9.36
114 H -4.56 -5.76 2.87
115 H -0.78 -5.17 2.33
116 H -0.42 3.99 -5.84
117 H -3.24 -1.94 -0.99
118 H -1.95 2.91 -2.56
119 H 1.32 -2.20 -6.98
120 H -0.42 2.91 -1.68
121 H -3.07 -1.83 3.69
122 H -0.78 1.35 -8.21
123 H -1.90 3.28 -5.18
124 H 2.30 5.58 -1.37
125 H -1.15 -1.56 -8.86

Results
Charge: -1
Max |F|: 1.9 eV Å⁻¹
HOMO level (spin up / spin down): -0.1342 / -0.1342 hartree
HOMO-LUMO gap (spin up / spin down): 4.23 / 4.23 eV

Here are the Mulliken charges for atoms 1 to 5, given in e:
1. Zr -1.051
2. Br 0.435
3. S -0.190
4. S -0.268
5. O 2.048

(3)
C60H48N9OP2TeTi | the ωB97M-V functional and the def2-TZVPD basis

Element x y z (Å)
1 Te 1.19 2.27 -3.48
2 Ti 0.33 -0.31 1.20
3 P -0.24 0.05 -1.43
4 P -0.32 2.86 -0.52
5 O -2.33 0.96 0.84
6 N 4.84 0.62 -0.69
7 N -0.98 -1.48 1.43
8 N 2.30 0.32 0.55
9 N 1.63 -1.66 1.93
10 N 4.93 -7.99 1.88
11 N -0.05 1.40 2.55
12 N 0.19 -1.05 4.23
13 N -2.01 4.26 -6.66
14 N -1.36 -3.02 5.44
15 C -4.68 4.47 -0.29
16 C 0.58 -1.13 -3.87
17 C -1.47 -1.73 5.78
18 C 2.72 1.49 0.00
19 C 1.27 -2.06 -4.63
20 C 2.88 -1.80 1.30
21 C -1.49 -2.73 1.64
22 C -1.17 2.13 2.66
23 C 3.26 -0.67 0.58
24 C 0.74 -1.08 -2.49
25 C 2.26 -2.96 -2.63
26 C 0.81 6.48 -2.16
27 C -3.77 -0.39 -3.52
28 C 2.01 -3.83 2.91
29 C 1.13 2.99 3.90
30 C 1.35 -2.65 2.87
31 C -2.63 -2.93 2.43
32 C -1.49 3.46 -4.46
33 C -2.49 -5.32 2.15
34 C 1.74 6.95 -1.25
35 C -1.18 3.31 3.39
36 C -0.71 -0.76 5.17
37 C -0.20 3.10 -4.84
38 C 1.07 1.82 3.17
39 C -0.48 -3.30 4.49
40 C -0.03 3.75 4.01
41 C -4.28 -1.58 -3.03
42 C -3.10 2.83 -1.09
43 C 2.11 -2.98 -4.01
44 C -0.07 1.76 -1.93
45 C -2.58 0.12 -3.02
46 C -1.36 -5.14 1.35
47 C -3.57 -2.28 -2.06
48 C -2.04 3.55 -0.56
49 C 2.06 6.19 -0.13
50 C 1.45 4.96 0.06
51 C -3.12 -4.20 2.68
52 C 5.08 -5.61 1.59
53 C -0.77 3.93 -7.02
54 C 0.21 5.24 -1.97
55 C -3.63 5.19 0.25
56 C 3.56 -3.03 1.30
57 C 0.33 -2.33 3.89
58 C 4.48 -0.49 -0.12
59 C 3.94 1.65 -0.58
60 C 0.16 3.35 -6.16
61 C 3.66 -7.80 2.25
62 C 3.04 -6.57 2.32
63 C -2.46 1.66 2.03
64 C 5.60 -6.88 1.55
65 C -2.34 4.02 -5.39
66 C 3.75 -5.41 1.98
67 C -2.32 4.74 0.12
68 C -1.88 -0.55 -2.03
69 C 1.57 -2.02 -1.88
70 C 0.53 4.46 -0.86
71 C 3.12 -4.09 2.03
72 C -2.37 -1.77 -1.57
73 C -0.87 -3.87 1.09
74 C -4.41 3.28 -0.96
75 H -2.11 0.01 1.03
76 H -2.09 3.89 3.43
77 H -1.82 -2.33 -0.83
78 H 1.15 3.11 -6.53
79 H -5.22 2.70 -1.39
80 H 2.00 -6.51 2.61
81 H -4.00 -4.32 3.30
82 H -2.17 1.04 -3.41
83 H -1.81 3.31 -3.43
84 H -2.99 1.06 2.79
85 H -4.30 0.15 -4.30
86 H 5.18 -1.32 -0.18
87 H -3.82 6.12 0.77
88 H 2.05 3.28 4.37
89 H 0.55 7.07 -3.03
90 H -2.19 -1.48 6.55
91 H 1.69 4.38 0.95
92 H 1.77 -4.55 3.69
93 H 1.93 1.18 3.06
94 H -3.07 2.54 1.84
95 H 2.65 -3.71 -4.60
96 H -0.82 0.29 5.43
97 H -1.52 5.33 0.54
98 H -0.09 -0.44 -4.36
99 H 1.14 -2.09 -5.70
100 H 1.67 -2.02 -0.80
101 H -0.02 4.69 4.55
102 H 5.71 -4.76 1.34
103 H -0.53 4.89 -2.68
104 H 4.43 -3.13 0.65
105 H -5.70 4.82 -0.19
106 H -3.94 -3.22 -1.67
107 H -5.21 -1.98 -3.41
108 H 2.90 -3.68 -2.13
109 H 3.11 -8.70 2.51
110 H 2.22 7.91 -1.40
111 H -2.91 1.89 -1.57
112 H -0.50 4.13 -8.05
113 H -3.12 -2.06 2.85
114 H -0.86 -6.00 0.93
115 H -0.43 -4.34 4.17
116 H 2.77 6.56 0.59
117 H 2.03 2.31 0.04
118 H 6.64 -7.03 1.26
119 H -3.35 4.31 -5.10
120 H 4.23 2.60 -1.00
121 H -2.87 -6.31 2.35
122 H 0.01 -3.74 0.48

Results
Charge: -1
Max |F|: 0.8 eV Å⁻¹
HOMO level: -0.1185 hartree
HOMO-LUMO gap: 5.19 eV

Here are the Mulliken charges for atoms 1 to 5, given in e:
1. Te 0.252
2. Ti 0.455
3. P 2.256
4. P 1.639
5. O -0.208

(4)
C60H48N9OP2TeTi | the ωB97M-V functional and the def2-TZVPD basis

Element x y z (Å)
1 Te 3.23 1.20 -3.59
2 Ti -1.15 -0.13 0.12
3 P 1.02 2.66 -1.48
4 P 1.24 -0.19 -1.18
5 O 0.02 1.04 1.67
6 N -3.07 -2.37 -3.62
7 N -5.71 -6.87 3.54
8 N -3.79 1.45 2.52
9 N -0.48 -1.65 0.67
10 N 7.61 1.58 -1.31
11 N -1.94 1.98 0.15
12 N -3.01 -0.85 0.87
13 N -2.05 -0.68 -1.60
14 N -2.79 1.19 5.12
15 C -2.79 -1.84 -1.28
16 C -1.70 4.24 0.88
17 C 0.78 -2.57 -4.48
18 C -3.80 -3.15 0.57
19 C -0.34 -2.37 2.95
20 C 4.95 -1.47 0.01
21 C -2.62 4.65 -0.07
22 C -4.23 -3.21 1.87
23 C -5.89 -6.56 2.25
24 C 2.64 -0.79 -0.15
25 C -0.41 -3.38 3.89
26 C -1.99 -0.34 -2.93
27 C -2.50 -1.13 -3.89
28 C -0.60 -4.70 3.49
29 C 7.28 0.53 -2.05
30 C -3.18 -2.68 -2.37
31 C -3.23 2.36 4.65
32 C 1.76 1.20 -2.11
33 C 0.91 5.54 -5.10
34 C -3.38 0.27 2.99
35 C -5.44 -5.39 1.66
36 C 6.05 0.37 -2.66
37 C -4.75 -4.46 2.43
38 C -0.63 -3.99 1.19
39 C -3.51 -0.93 2.14
40 C -1.39 2.89 0.96
41 C -0.70 -4.99 2.14
42 C 3.63 -1.28 2.00
43 C 2.00 4.85 0.06
44 C 5.09 1.37 -2.54
45 C 2.09 4.71 -3.17
46 C 1.05 -4.02 -2.59
47 C 0.92 -1.46 -3.66
48 C 5.44 2.49 -1.79
49 C -0.09 3.87 -3.70
50 C -5.05 -5.98 4.27
51 C 1.02 3.86 -2.86
52 C 1.19 -2.92 -1.77
53 C 2.70 5.39 1.12
54 C 0.85 -3.85 -3.95
55 C -4.10 -2.04 2.68
56 C 3.71 3.26 1.55
57 C 3.01 2.72 0.48
58 C -0.47 -2.65 1.57
59 C 6.69 2.54 -1.19
60 C -3.20 3.70 -0.90
61 C 1.13 -1.63 -2.29
62 C 3.85 -1.10 -0.75
63 C -0.15 4.69 -4.81
64 C 2.53 -0.91 1.24
65 C 2.03 5.55 -4.27
66 C -3.71 2.48 3.36
67 C 3.55 4.60 1.88
68 C -3.21 -1.96 0.03
69 C -0.42 2.36 1.98
70 C -2.83 2.37 -0.75
71 C -4.56 -4.78 3.78
72 C -2.86 0.16 4.29
73 C 4.84 -1.55 1.39
74 C 2.15 3.50 -0.29
75 H 8.04 -0.25 -2.14
76 H -0.84 -6.02 1.82
77 H 2.96 4.72 -2.53
78 H -0.19 -1.34 3.25
79 H 0.85 -0.47 -4.07
80 H -2.42 -0.85 -4.94
81 H -0.73 -4.21 0.13
82 H -3.66 -3.63 -2.15
83 H -0.92 2.29 2.95
84 H 0.73 -4.71 -4.60
85 H 4.75 3.31 -1.65
86 H -4.49 -2.01 3.69
87 H -6.44 -7.29 1.66
88 H -0.92 3.21 -3.48
89 H -1.46 0.58 -3.17
90 H -0.66 -5.50 4.23
91 H -3.84 -4.03 -0.06
92 H -1.21 4.94 1.54
93 H 1.34 -3.05 -0.70
94 H 0.61 1.07 0.88
95 H 6.97 3.40 -0.59
96 H -3.99 -4.13 4.43
97 H -0.31 -3.14 4.94
98 H 1.57 -0.75 1.72
99 H 5.89 -1.69 -0.48
100 H -3.24 1.59 -1.37
101 H 5.70 -1.84 1.99
102 H 2.58 6.44 1.37
103 H -5.66 -5.20 0.62
104 H -2.49 -0.80 4.64
105 H 3.52 -1.37 3.08
106 H 0.61 -2.43 -5.54
107 H -1.02 4.68 -5.45
108 H 4.09 5.02 2.72
109 H -3.91 3.97 -1.66
110 H 2.86 6.20 -4.49
111 H 3.94 -1.05 -1.83
112 H -4.90 -6.24 5.31
113 H 1.10 -5.01 -2.17
114 H 0.87 6.19 -5.96
115 H 3.15 1.68 0.22
116 H -4.04 3.44 2.98
117 H -2.86 5.70 -0.18
118 H 1.32 5.48 -0.52
119 H 5.84 -0.53 -3.23
120 H 4.37 2.63 2.13
121 H 0.44 3.03 2.08
122 H -3.18 3.21 5.32

Results
Charge: -1
Max |F|: 1.9 eV Å⁻¹
HOMO level (spin up / spin down): -0.1123 / -0.1114 hartree
HOMO-LUMO gap (spin up / spin down): 5.05 / 5.02 eV

Here are the Mulliken charges for atoms 1 to 5, given in e:
1. Te 0.376
2. Ti -2.053
3. P 2.260
4. P 1.421
5. O -0.444

Energy (computed, Ha): -6506.3677 -6506.3408 -4683.5626 -4683.5576
Energy relative to the best compared isomer or geometry (same formula, charge and spin) (computed, kcal per mole): 14.5 31.4 1.0 4.2